Formula: C27H35BN4O5S3
Source: the Open Molecules 2025 dataset
Level of theory: wB97M-V/def2-TZVPD

```
! wB97M-V def2-TZVPD RIJCOSX def2/J DEFGRID3
* xyz 0 1
C 3.76 2.51 -7.72
C -4.07 -0.23 0.89
O 1.32 2.90 -7.75
H -2.80 -2.80 1.27
C 3.16 5.58 -4.52
H 4.47 3.20 -8.29
H -4.54 -2.21 4.74
C -2.34 1.64 1.63
H 0.16 4.62 -6.11
H 5.68 0.64 3.21
H -2.64 -10.02 -1.02
H -4.12 -8.94 0.98
H -3.41 -0.39 4.62
H 4.23 5.15 -4.39
H 3.54 2.75 0.66
H -1.85 3.63 1.66
C 0.21 2.29 3.28
O 2.60 4.59 -6.70
H -0.06 -9.42 -0.44
C -3.35 -0.05 3.53
N 4.79 2.71 4.76
C -4.58 -2.76 3.72
C -2.28 -9.47 -0.17
C -4.17 -0.73 2.38
C -0.08 2.61 1.76
C 1.19 4.83 -1.42
N -1.46 2.76 1.23
H 3.17 6.54 -5.15
H 5.73 2.33 4.95
N -0.91 -8.47 1.27
H 1.77 1.90 4.96
N -5.05 -1.89 2.61
C -2.77 -3.71 1.95
H -2.27 -2.90 3.99
H -6.04 -1.62 2.71
C -2.18 -8.29 1.75
H -0.07 -8.13 1.71
C -2.44 1.14 3.12
C 2.43 3.35 -7.38
S 0.76 3.09 -0.97
H -3.41 -4.55 1.49
H 0.31 3.64 -4.54
C -3.05 -8.90 0.88
H 3.44 1.67 -8.45
C -0.96 -9.18 0.10
H 1.31 5.51 -0.50
O 5.24 1.32 2.63
H 4.15 2.31 5.47
H -0.98 -4.54 3.01
H -3.20 -4.48 3.99
C 2.84 2.32 2.86
C -1.22 -4.22 1.92
O 2.65 5.96 -3.21
H 2.71 3.42 -4.93
C -3.14 -3.44 3.48
H -2.35 -7.75 2.66
B 4.35 2.13 3.45
H 0.46 5.46 -4.44
C 2.31 4.44 -5.26
C 1.64 2.15 3.85
H 0.36 5.22 -2.12
H -3.15 1.33 -0.60
C -3.17 0.98 0.48
S -1.34 2.06 4.32
H -5.38 -3.59 3.86
H -4.67 -0.72 0.03
S 4.51 1.70 -6.22
C 0.72 4.57 -5.10
H 5.37 0.74 -6.77
O 3.38 3.91 -2.30
H -0.49 -3.37 1.65
C 2.64 2.64 1.35
H -1.08 -5.10 1.18
C 1.18 2.76 0.82
C 2.53 4.84 -2.34
*
```

The calculation puts the HOMO energy at -8.128 eV. The value obtained for the LUMO energy is 0.05 eV. The total energy comes out at -77937.42041 eV. The SMILES is CCCCNc1ccc2c(c1)Sc1cc(B(N)O)cc(SCC(=O)OC[C@@H](C)OC(=O)CS)c1N2.c1cc[nH]c1. Its gap between HOMO and LUMO is 8.18 eV.

Atom charges from the Mulliken analysis, given in e for atoms 1 to 4: C -0.426; C -0.452; O -0.535; H 0.095

=====

Formula: C27H35BrN6PbS2
Source: the Open Molecules 2025 dataset
Level of theory: wB97M-V/def2-TZVPD

```
! wB97M-V def2-TZVPD RIJCOSX def2/J DEFGRID3
* xyz 2 1
C 1.37 2.02 2.19
H 1.35 -1.70 3.59
C 2.11 -3.65 3.20
N -1.11 2.26 -1.29
H -1.80 1.13 1.98
C 2.29 -5.94 -3.52
H 5.48 -0.57 -1.68
H 3.43 -0.89 -0.29
C 4.39 0.30 -3.31
H -0.33 2.77 3.27
C 2.24 -2.31 3.54
C -0.07 1.89 2.68
H 0.08 3.52 -0.14
N 0.18 -4.53 -1.38
C 1.39 -5.21 0.61
H 1.86 0.03 2.24
C 2.03 0.39 -2.92
H -1.45 4.25 -0.63
C 3.62 -3.54 -3.81
C 3.63 -5.93 -3.85
H 2.00 2.27 3.05
C -0.98 3.32 -0.29
H 5.25 0.48 -3.93
C 2.28 -3.54 -3.47
C 3.24 -4.47 3.22
S -0.58 -2.06 -1.78
H 1.02 0.58 -3.25
H 1.75 -2.61 -3.34
H -0.28 -5.74 -3.01
N 2.17 -0.10 -1.69
H 5.34 -4.59 3.59
H 0.65 -5.23 3.10
C 4.60 -2.60 3.87
H 1.76 -6.89 -3.44
H 3.56 -0.75 4.16
H -0.04 -3.60 3.20
C 4.30 -4.73 -4.00
H -1.62 3.73 1.73
C 4.47 -3.94 3.56
C -0.05 -3.35 -0.84
C 1.61 -4.75 -3.31
H -0.12 1.02 3.33
H -0.67 2.55 -2.16
H 2.72 0.89 1.15
H 4.13 -2.60 -3.95
H 2.34 -4.79 0.25
H -2.69 2.68 0.80
H -0.42 -4.00 -3.31
N -1.05 1.68 1.60
H 1.45 2.83 1.46
H 1.17 -6.36 -1.18
H 5.34 -4.72 -4.26
H 1.60 -6.03 1.29
C 0.08 -3.21 0.64
H 4.15 -6.86 -4.01
C 0.18 -4.77 -2.82
S -0.55 -1.88 1.46
C 3.38 -0.45 -1.28
C 0.57 -5.68 -0.58
H 3.16 -5.52 3.01
C 3.47 -1.79 3.87
C 4.51 -0.27 -2.06
H -2.10 2.10 -1.50
C 3.11 0.62 -3.76
H 5.56 -2.19 4.13
C -1.64 2.89 1.02
N 1.80 0.77 1.54
N 0.65 -4.18 1.32
C 0.77 -4.20 2.77
H -0.33 -6.21 -0.25
Br 2.80 1.38 -5.47
Pb 0.05 0.19 -0.24
*
```

The calculation puts the HOMO energy at -13.214 eV. The value obtained for the LUMO energy is -6.63 eV. The total energy comes out at -134456.36887 eV. Its gap between HOMO and LUMO is 6.58 eV. The energy relative to the best compared isomer or geometry (same formula, charge and spin) is 11.5 kcal/mol.

Atom charges from the Mulliken analysis, given in e for atoms 1 to 4: C -0.614; H 0.810; C 0.678; N -0.553

=====

Formula: C27H35Cl16N2O2
Source: the Open Molecules 2025 dataset
Level of theory: wB97M-V/def2-TZVPD

```
! wB97M-V def2-TZVPD RIJCOSX def2/J DEFGRID3
* xyz 1 1
Cl 1.85 -4.68 -8.20
C 0.43 1.73 0.17
C -2.25 -1.94 3.15
H -0.79 3.47 2.11
H -1.98 -0.13 -2.38
C -0.39 3.10 -0.07
Cl -2.79 6.79 2.34
H 2.03 -2.96 1.69
H -0.12 0.71 -1.82
C 1.72 5.57 5.67
H -0.48 -3.89 -2.69
C 0.07 -2.43 4.41
Cl 4.00 0.19 -7.40
N -2.87 1.98 2.78
O 3.41 -3.96 -0.36
N 1.94 0.25 1.73
H 2.42 0.17 2.64
C 1.98 -0.87 0.80
H 2.52 -4.20 0.01
C -3.84 -0.67 -1.14
Cl 3.74 -2.52 -8.40
Cl 0.66 -2.28 -7.07
H 1.24 2.30 2.29
H -3.41 -0.70 -0.09
H -4.12 0.67 3.97
C -1.41 3.32 1.15
Cl 0.08 6.42 2.17
H 0.19 -0.79 -3.23
H -4.29 0.37 -1.32
H -1.30 -2.87 -3.96
H -2.04 4.25 0.91
C -1.12 -2.94 3.57
H 3.36 -1.85 2.27
Cl 3.25 5.94 6.48
H -4.71 -1.42 -1.22
O -3.34 -2.49 2.40
C 1.32 -3.89 -6.70
C 1.28 -2.03 -1.59
Cl 0.95 7.07 5.13
H 0.91 -3.14 4.74
H -3.90 0.20 2.16
C 0.47 0.55 -0.86
H -2.02 1.08 1.05
H 2.39 -2.16 -1.92
C -2.45 2.10 1.34
C -0.99 0.04 4.38
H -3.66 2.64 2.89
H 1.08 -2.29 -3.79
Cl -1.05 9.09 2.11
C -0.87 -2.83 -2.89
H -0.88 3.14 -1.10
C 1.23 -0.80 -0.59
H -0.97 1.14 4.66
Cl 2.70 -3.72 -5.59
Cl 5.37 -0.60 -9.83
C 2.78 -2.16 1.32
C -2.73 -1.00 -2.28
C 4.84 -1.14 -8.23
H -1.18 -4.06 3.30
H -3.41 2.23 0.69
C 0.43 -1.86 -2.94
C 0.16 -0.92 4.83
H 1.02 -0.52 5.47
Cl 0.64 4.72 6.79
H -3.24 -1.13 -3.31
C -1.99 -2.36 -1.84
C -1.30 7.41 1.62
C -3.38 0.62 3.09
H 4.87 -3.03 0.80
C 1.24 1.49 1.49
H -3.00 -3.12 1.73
H -2.82 -3.18 -1.86
Cl 6.26 -1.63 -7.27
H 1.03 -3.03 -1.06
C -2.22 -0.42 3.52
Cl -1.41 7.32 -0.15
H 0.40 3.94 0.03
Cl 2.04 4.53 4.25
H -1.58 -2.35 -0.77
C 3.87 -2.72 0.29
Cl 0.06 -4.88 -5.92
H 4.05 -1.95 -0.54
*
```

The calculation puts the HOMO energy at -10.824 eV. The value obtained for the LUMO energy is -3.97 eV. The total energy comes out at -235983.83342 eV. Its gap between HOMO and LUMO is 6.86 eV.

Atom charges from the Mulliken analysis, given in e for atoms 1 to 4: Cl -0.093; C 0.082; C 0.563; H 0.095